{
  "formula": "C4H6N2O",
  "method": "the ωB97M-V functional and the def2-TZVPD basis",
  "symbols": ["C", "C", "C", "N", "C", "N", "O", "H", "H", "H", "H", "H", "H"],
  "positions_angstrom": [[2.078, -0.683, 0.153], [0.663, -0.238, 0.263], [-0.047, 0.225, 1.307], [-1.360, 0.486, 0.938], [-1.363, 0.213, -0.323], [-2.386, 0.430, -1.217], [-0.203, -0.275, -0.821], [2.530, -0.461, -0.818], [2.645, -0.146, 0.920], [2.189, -1.755, 0.350], [0.318, 0.453, 2.296], [-2.054, 0.593, -2.156], [-3.011, 1.157, -0.891]],
  "charge": 0,
  "homo_lumo_gap_ha": 0.3332,
  "multiplicity": 1,
  "smiles": "Cc1cnc(N)o1",
  "total_energy_ev": -9272.9060,
  "lumo_ev": 0.9
}